No. 1
{
  "formula": "C33H31N10O9Sr",
  "method": "the ωB97M-V functional and the def2-TZVPD basis",
  "e_above_lowest_kcal_mol": 4.0,
  "charge": -1,
  "orbital_gap_ev": 6.104,
  "species": ["Sr", "N", "C", "C", "O", "N", "C", "C", "O", "O", "H", "H", "H", "H", "H", "H", "C", "N", "C", "C", "N", "C", "C", "C", "C", "C", "C", "N", "C", "N", "C", "C", "C", "C", "C", "C", "N", "H", "H", "H", "H", "H", "H", "H", "H", "H", "H", "H", "H", "H", "H", "H", "O", "C", "O", "C", "C", "C", "C", "C", "C", "N", "O", "O", "N", "O", "O", "H", "H", "H", "C", "C", "C", "C", "N", "C", "C", "H", "H", "H", "H", "H", "H", "H"],
  "coordinates": [[0.337, 0.932, -0.300], [1.238, 1.545, -2.859], [1.216, 3.008, -2.658], [0.161, 3.281, -1.578], [-0.923, 2.599, -1.754], [0.394, 3.956, -0.500], [1.736, 4.437, -0.245], [2.753, 3.345, 0.205], [3.871, 3.748, 0.534], [2.351, 2.133, 0.209], [2.021, 1.284, -3.444], [0.387, 1.289, -3.348], [0.951, 3.556, -3.570], [2.210, 3.316, -2.348], [1.712, 5.158, 0.575], [2.203, 4.959, -1.088], [-2.392, 0.040, 2.222], [-2.152, 0.756, 0.964], [-2.423, 2.186, 1.068], [-1.307, 2.844, 1.817], [-0.175, 2.271, 2.106], [0.590, 3.269, 2.706], [1.899, 3.238, 3.171], [2.429, 4.408, 3.684], [1.676, 5.586, 3.746], [0.369, 5.632, 3.292], [-0.149, 4.455, 2.771], [-1.384, 4.139, 2.230], [-1.553, -1.186, 2.414], [-0.825, -1.395, 3.482], [-0.281, -2.653, 3.294], [0.589, -3.391, 4.095], [0.957, -4.652, 3.666], [0.469, -5.188, 2.463], [-0.387, -4.469, 1.651], [-0.740, -3.194, 2.081], [-1.556, -2.230, 1.539], [-3.451, -0.229, 2.331], [-2.128, 0.702, 3.045], [-2.673, 0.357, 0.193], [-3.376, 2.406, 1.573], [-2.431, 2.606, 0.057], [2.497, 2.344, 3.073], [3.461, 4.422, 4.006], [2.132, 6.486, 4.140], [-0.211, 6.546, 3.325], [-2.056, 4.802, 1.885], [0.958, -2.978, 5.025], [1.627, -5.249, 4.274], [0.770, -6.187, 2.169], [-0.764, -4.871, 0.719], [-2.041, -2.297, 0.627], [-2.488, -2.408, -1.068], [-1.941, -1.588, -1.834], [-1.026, -0.780, -1.569], [-2.472, -1.540, -3.262], [-3.368, -2.496, -3.717], [-3.839, -2.410, -5.016], [-3.457, -1.401, -5.879], [-2.566, -0.465, -5.396], [-2.070, -0.514, -4.105], [-2.125, 0.615, -6.295], [-1.179, 1.286, -5.943], [-2.722, 0.749, -7.346], [-4.787, -3.426, -5.507], [-5.101, -4.318, -4.748], [-5.183, -3.321, -6.652], [-3.687, -3.288, -3.055], [-3.841, -1.346, -6.886], [-1.400, 0.248, -3.733], [4.327, -4.504, 1.548], [3.505, -3.342, 1.072], [3.721, -2.056, 1.547], [2.891, -1.027, 1.138], [1.862, -1.220, 0.310], [1.668, -2.447, -0.171], [2.466, -3.523, 0.170], [5.295, -4.179, 1.926], [4.486, -5.229, 0.749], [3.800, -5.012, 2.359], [4.528, -1.852, 2.239], [3.048, -0.004, 1.463], [0.817, -2.569, -0.833], [2.254, -4.504, -0.238]]
}


No. 2
{
  "formula": "C33H31N2O3",
  "method": "the ωB97M-V functional and the def2-TZVPD basis",
  "e_above_lowest_kcal_mol": 37.1,
  "charge": 1,
  "orbital_gap_ev": 5.860,
  "species": ["H", "C", "H", "C", "C", "N", "C", "C", "C", "C", "C", "C", "C", "C", "C", "C", "N", "O", "H", "H", "H", "H", "H", "H", "H", "H", "H", "H", "H", "H", "C", "O", "C", "C", "C", "C", "C", "C", "C", "C", "C", "O", "C", "C", "C", "C", "C", "C", "C", "C", "C", "C", "H", "H", "H", "H", "H", "H", "H", "H", "H", "H", "H", "H", "H", "H", "H", "H", "H"],
  "coordinates": [[0.735, -0.272, -0.856], [0.291, -2.078, -1.175], [1.428, -2.131, -1.236], [-0.305, -2.434, 0.059], [-1.512, -3.007, 0.032], [-2.091, -3.367, -1.137], [-3.399, -4.007, -1.131], [-4.369, -3.610, -0.190], [-5.664, -4.147, -0.221], [-5.984, -5.161, -1.130], [-7.369, -5.746, -1.147], [-5.024, -5.582, -2.060], [-3.749, -4.992, -2.078], [-1.478, -3.074, -2.316], [-0.436, -2.214, -2.388], [-0.044, -1.731, -3.725], [1.030, -0.919, -3.826], [-0.738, -2.077, -4.683], [0.262, -2.390, 0.985], [-2.030, -3.256, 0.926], [-4.119, -2.848, 0.545], [-6.415, -3.795, 0.471], [-7.366, -6.760, -1.568], [-7.782, -5.794, -0.134], [-8.062, -5.142, -1.751], [-5.269, -6.377, -2.766], [-3.006, -5.307, -2.821], [-1.960, -3.452, -3.177], [1.740, -0.811, -3.130], [1.257, -0.605, -4.775], [4.148, 4.449, -4.833], [2.808, 3.910, -4.851], [2.412, 3.152, -3.789], [1.058, 2.675, -3.810], [0.581, 1.943, -2.759], [1.354, 1.581, -1.667], [0.774, 0.788, -0.569], [1.213, 1.054, 0.828], [0.665, 0.259, 1.840], [1.106, 0.267, 3.143], [1.980, 1.290, 3.573], [2.302, 1.289, 4.923], [2.273, 2.460, 5.687], [1.250, 2.596, 6.635], [1.119, 3.807, 7.320], [2.035, 4.854, 7.091], [3.116, 4.652, 6.215], [3.249, 3.445, 5.510], [2.443, 2.220, 2.641], [2.040, 2.123, 1.296], [2.696, 2.051, -1.643], [3.206, 2.817, -2.682], [4.234, 4.965, -5.795], [4.281, 5.166, -4.015], [4.904, 3.659, -4.767], [0.466, 2.892, -4.688], [-0.472, 1.641, -2.772], [-0.320, 0.887, -0.589], [-0.148, -0.426, 1.576], [0.799, -0.494, 3.876], [0.560, 1.762, 6.795], [0.285, 3.938, 8.009], [1.930, 5.792, 7.638], [3.834, 5.452, 6.048], [4.089, 3.274, 4.840], [3.159, 2.992, 2.972], [2.375, 2.911, 0.648], [3.351, 1.838, -0.810], [4.269, 3.157, -2.667]]
}